[1]
Here is C27H23ClN9O2S4W as an isolated structure in a non-equilibrium geometry from the Open Molecules 2025 dataset. Energies are from the ωB97M-V functional and the def2-TZVPD basis.

The geometry in XYZ format:
```
67
Properties=species:S:1:pos:R:3:lowdin_spin:R:1
W 0.5730 -0.7099 0.7904 1.540
O 0.0889 2.6787 3.1793 0.034
C 0.4771 1.6975 2.5799 0.019
N -0.2259 0.5972 2.1938 0.047
C -1.4035 0.2031 2.8910 0.003
C -1.9539 0.8298 4.0011 0.005
C -3.0651 0.2675 4.6152 0.000
C -3.6306 -0.8959 4.1193 0.003
C -3.0742 -1.5381 3.0219 0.000
C -1.9469 -0.9925 2.4196 0.002
N -1.2556 -1.5166 1.3021 0.019
C -1.6469 -2.6397 0.6511 0.027
O -2.4526 -3.4806 0.9939 0.054
C -1.0222 -2.6553 -0.7083 0.025
C -1.2432 -3.6613 -1.6247 0.002
C -0.8164 -3.4873 -2.9260 0.016
C -0.2782 -2.2582 -3.2778 0.002
C -0.0825 -1.3055 -2.3015 0.013
N -0.3729 -1.5208 -1.0127 0.014
C 1.9357 1.5628 2.2262 0.006
C 2.8409 2.5700 2.4866 0.002
C 4.1721 2.3629 2.1770 0.002
C 4.5523 1.1293 1.6670 0.003
C 3.5867 0.1713 1.4477 0.003
N 2.2893 0.3930 1.6909 0.007
H -1.5251 1.7431 4.3807 0.000
H -3.4881 0.7498 5.4878 0.000
H -4.5105 -1.3168 4.5904 0.000
H -3.4938 -2.4563 2.6469 0.000
H -1.7667 -4.5474 -1.2887 0.000
H -0.9385 -4.2708 -3.6636 0.001
H -0.0166 -2.0309 -4.3027 0.000
H 0.2976 -0.3281 -2.5538 0.001
H 2.4690 3.4898 2.9180 0.000
H 4.9050 3.1432 2.3406 0.000
H 5.5871 0.9060 1.4446 0.000
H 3.8473 -0.8126 1.0855 0.000
N 1.9507 -4.1596 0.5002 0.008
C 2.4377 -3.2446 -0.3420 0.009
N 2.1193 -1.9593 -0.3450 0.014
C 2.7647 -1.2922 -1.3902 0.004
C 3.5600 -2.0500 -2.1590 0.001
S 3.5425 -3.6806 -1.6057 0.001
C 2.5194 0.1444 -1.5067 0.004
C 3.2200 1.0358 -2.2229 0.001
S 2.5938 2.6261 -1.9881 0.002
C 1.3988 1.9979 -0.9087 0.008
N 1.4647 0.6810 -0.7573 0.016
N 0.5284 2.7848 -0.2802 0.002
H 1.5180 -3.8170 1.3528 0.001
H 2.3362 -5.0872 0.4959 0.000
H 4.1430 -1.7580 -3.0192 0.000
H 4.0651 0.8605 -2.8714 0.000
H 0.5159 3.7714 -0.4753 0.000
H -0.3368 2.3563 0.0549 0.001
Cl 1.1850 -2.1279 2.6563 0.059
S -2.1933 1.1380 -0.4511 0.013
C -2.7426 2.0968 -1.6890 0.004
N -3.9302 1.9511 -2.2763 0.002
C -4.3840 2.9379 -3.2497 0.000
C -3.1536 3.7510 -3.6679 0.000
S -1.8688 3.4294 -2.4159 0.001
H -4.5724 1.2740 -1.8923 0.000
H -5.1464 3.5773 -2.8067 0.000
H -4.8212 2.4315 -4.1072 0.000
H -3.3589 4.8164 -3.6858 0.000
H -2.7673 3.4449 -4.6352 0.000
```

Summary:
- Charge: +1
- Spin multiplicity: 3
- ⟨S²⟩: 2.0158
- ΔE to the lowest compared entry with this formula, charge and spin: 3.3 kcal/mol
- Lowest unoccupied orbital energy (alpha / beta): -2.73 / -3.07 eV
- DFT total energy: -103567.56458 eV
- Kohn-Sham gap (alpha / beta): 0.2282 / 0.2440 Ha



[2]
Here is C32H48LuP2 as an isolated structure in a non-equilibrium geometry from the Open Molecules 2025 dataset. Energies are from the ωB97M-V functional and the def2-TZVPD basis.

The geometry in XYZ format:
```
83
Properties=species:S:1:pos:R:3:lowdin_charge:R:1
Lu 0.1861 -0.3143 -1.0775 1.298
C -0.6968 -2.2568 0.3268 -0.317
C 0.6736 -2.4646 -0.0248 -0.357
C 0.5704 -0.6717 1.4249 -0.303
C -0.7445 -1.1718 1.2388 -0.288
C 1.4616 -1.4869 0.6672 -0.345
C -1.8514 -3.1329 -0.0112 -0.047
H -1.6806 -3.6550 -0.9572 0.072
H -2.7719 -2.5400 -0.0835 0.072
H -2.0133 -3.8866 0.7742 0.100
C -1.9455 -0.7962 2.0281 -0.027
H -2.7851 -1.4778 1.8440 0.083
H -2.2808 0.2091 1.7703 0.047
H -1.7367 -0.8125 3.1073 0.096
C 0.9680 0.3737 2.3998 -0.024
H 0.5192 0.1738 3.3830 0.093
H 0.6243 1.3658 2.0822 0.056
H 2.0516 0.4104 2.5359 0.082
C 2.9428 -1.3801 0.6612 -0.049
H 3.3769 -1.8858 1.5402 0.099
H 3.2747 -0.3309 0.7021 0.067
H 3.3651 -1.8485 -0.2380 0.074
C 1.2045 -3.5814 -0.8440 -0.057
H 1.5007 -4.4331 -0.2147 0.096
H 2.0903 -3.2698 -1.4088 0.068
H 0.4322 -3.9332 -1.5366 0.070
C -1.8897 1.0337 -5.6597 -0.147
C -2.1154 -0.2954 -5.6565 -0.148
C -1.1865 -1.2835 -6.3196 -0.169
C 0.3228 -0.9955 -6.1681 -0.167
C 0.7974 -0.2669 -4.9384 -0.113
C 0.9573 1.0651 -4.9481 -0.144
C 0.4832 1.9741 -6.0601 -0.169
C -0.9397 1.6930 -6.6176 -0.160
H -1.4359 -1.3552 -7.3943 0.129
H 0.6382 -0.4186 -7.0468 0.110
H -1.4119 -2.2745 -5.8924 0.115
H -0.8595 1.0672 -7.5183 0.113
H -2.5370 1.7183 -5.0785 0.096
H -3.1127 -0.6751 -5.3944 0.127
H -1.3671 2.6632 -6.9409 0.127
H 0.5057 3.0176 -5.7037 0.107
H 1.5789 1.5551 -4.1948 0.052
H 1.2053 1.9389 -6.8912 0.127
H 0.8415 -1.9640 -6.2154 0.121
H 1.2109 -0.9063 -4.1543 0.088
P -1.8624 1.2382 -2.1627 0.770
P 1.4979 2.0864 -1.5248 0.799
C -0.9363 2.5084 -3.0402 -0.328
C 0.3353 3.1703 -2.4542 -0.349
H -1.6724 3.2742 -3.3295 0.112
H -0.6647 1.9868 -3.9669 0.020
H 0.9052 3.5921 -3.2905 0.084
H 0.0781 4.0142 -1.8033 0.083
C 2.1024 3.1549 -0.2028 -0.253
H 3.0192 2.7109 0.2122 0.052
H 1.3509 3.2466 0.5914 0.038
H 2.3257 4.1542 -0.6110 0.063
C 3.0895 1.6815 -2.3487 -0.276
H 3.4500 2.5135 -2.9657 0.058
H 3.0046 0.7802 -2.9714 0.026
H 3.8341 1.4679 -1.5692 0.049
C -3.6149 1.2905 -2.3794 -0.176
H -4.0599 0.4441 -1.8347 0.078
H -3.8492 1.2130 -3.4515 0.052
H -4.0110 2.2129 -1.9428 0.074
C -1.4925 -0.5008 -2.7256 -0.294
H -0.5032 -1.1219 -2.7415 0.015
H -1.6515 -0.3750 -3.8036 0.004
H -2.2928 -1.1634 -2.3510 0.081
C -1.4382 1.2962 -0.4617 -0.369
C -1.4883 2.0894 0.5188 -0.081
C -1.6155 2.9594 1.6012 -0.261
C -1.7958 4.3563 1.3741 -0.041
C -2.0697 5.2100 2.4446 -0.082
C -2.1489 4.6937 3.7462 -0.085
C -1.8871 3.3393 4.0012 -0.068
C -1.6173 2.4826 2.9400 -0.050
H -1.7471 4.7318 0.3524 0.102
H -2.2205 6.2789 2.2498 0.109
H -2.3912 5.3530 4.5860 0.107
H -1.8873 2.9317 5.0176 0.113
H -1.4280 1.4247 3.1357 0.074
```

Summary:
- Charge: +1
- Lowest unoccupied orbital energy (alpha / beta): -2.64 / -2.62 eV
- DFT total energy: -86149.24290 eV
- Kohn-Sham gap (alpha / beta): 0.1893 / 0.1763 Ha



[3]
Here is an isolated ion of composition HN4O2 and charge +1 in a non-equilibrium geometry from the Open Molecules 2025 dataset. Energies are from the ωB97M-V functional and the def2-TZVPD basis.

The geometry in XYZ format:
```
7
Properties=species:S:1:pos:R:3:nbo_charge:R:1
N 2.9865 -0.4282 -0.1117 0.341
N 1.9150 -0.3403 -0.0807 0.216
N 0.4267 -0.2582 0.2524 -0.431
N -0.4182 -1.7415 -0.0626 0.754
O -1.4788 -1.4835 -0.2144 -0.133
O 0.2286 -2.6518 0.1074 -0.172
H -0.0111 0.5511 -0.1459 0.425
```

Summary:
- Charge: +1
- SMILES string: N#[N+]N[N+](=O)[O-]
- ΔE to the lowest compared entry with this formula, charge and spin: 43.5 kcal/mol
- Lowest unoccupied orbital energy: -6.43 eV
- DFT total energy: -10056.19779 eV
- Kohn-Sham gap: 0.4187 Ha



[4]
Here is C38H38N7O3S2V as an isolated structure from the Open Molecules 2025 dataset. Energies are from the ωB97M-V functional and the def2-TZVPD basis.

The geometry in XYZ format:
```
89
Properties=species:S:1:pos:R:3:lowdin_spin:R:1
V -0.0890 0.5496 0.8035 2.695
C -0.5227 -2.9440 -4.2304 0.000
N -0.5626 -2.9999 -2.7840 0.000
C 0.1843 -3.8731 -2.0162 0.000
C -0.1428 -3.6486 -0.7283 0.001
N -1.0783 -2.6268 -0.7163 0.002
C -1.3558 -2.2301 -1.9925 0.001
S -2.4317 -1.0485 -2.5064 0.001
C -1.7669 -2.2096 0.4716 0.004
C -2.4786 -3.1422 1.1671 0.011
C -3.1214 -2.6702 2.3493 0.005
C -3.0231 -1.3889 2.7465 0.011
C -2.2372 -0.4121 1.9634 0.014
N -1.6088 -0.9185 0.7693 0.007
H -0.7662 -3.9222 -4.6426 0.000
H 0.4709 -2.6443 -4.5652 0.000
H -1.2617 -2.2166 -4.5565 0.000
H 0.8707 -4.5703 -2.4603 0.000
H 0.1904 -4.1071 0.1842 0.000
H -2.6070 -4.1460 0.7975 0.001
H -3.7374 -3.3542 2.9210 0.000
H -3.5567 -1.0285 3.6160 0.000
H -2.8167 0.4986 1.7507 0.001
O 0.7194 1.0377 4.0333 0.005
S 1.5610 2.0463 3.1675 0.008
O 2.8023 2.2045 3.8508 0.000
N 1.5896 1.5076 1.7206 0.022
C 2.6116 1.8526 0.7814 0.004
C 3.7509 2.5637 1.0606 0.004
C 4.6936 2.8451 0.0473 -0.002
C 4.4961 2.4293 -1.2340 0.003
C 3.3274 1.7032 -1.5587 0.000
C 3.0472 1.2721 -2.8769 0.016
C 1.8873 0.6069 -3.1436 -0.001
C 0.9976 0.3477 -2.0839 0.024
N 1.2408 0.7098 -0.8444 0.016
C 2.3895 1.3942 -0.5550 0.010
C 0.6515 3.5536 3.2880 0.001
C -0.5908 3.6754 2.6762 0.005
C -1.2880 4.8648 2.8016 0.001
C -0.7421 5.9173 3.5263 0.001
C 0.4963 5.7819 4.1342 0.000
C 1.2028 4.5924 4.0249 0.001
H 3.9544 2.9060 2.0616 0.000
H 5.5822 3.4005 0.3130 0.000
H 5.2144 2.6464 -2.0128 0.000
H 3.7581 1.4929 -3.6630 0.001
H 1.6280 0.2841 -4.1412 0.000
H 0.0485 -0.1434 -2.2684 0.003
H -1.0136 2.8462 2.1256 0.004
H -2.2603 4.9653 2.3371 0.000
H -1.2888 6.8458 3.6208 0.000
H 0.9174 6.6027 4.6982 0.000
H 2.1680 4.4703 4.4948 0.000
N -0.9866 0.2769 2.6574 0.005
C -0.5473 0.3254 3.8250 0.020
N -0.9632 -0.1981 4.9998 0.008
C -0.6511 0.4874 6.2615 0.001
C 0.6097 -0.0291 6.9417 0.000
C 0.5777 -1.5492 7.0691 0.000
C 0.3009 -2.1970 5.7171 0.001
C -0.9948 -1.6700 5.1178 0.002
H -1.5153 0.3126 6.9096 0.000
H -0.6087 1.5602 6.0744 0.000
H 0.6847 0.4358 7.9266 0.000
H 1.4925 0.2775 6.3763 0.000
H -0.2068 -1.8433 7.7740 0.000
H 1.5197 -1.9124 7.4811 0.000
H 0.2274 -3.2823 5.8120 0.000
H 1.1286 -1.9960 5.0284 0.000
H -1.8424 -1.9138 5.7652 0.000
H -1.2107 -2.0908 4.1397 0.000
C -0.5080 3.8915 -0.8614 0.006
C -1.6293 2.9310 -0.6035 0.030
O -1.3994 1.8469 -0.0626 0.027
C -3.0080 3.2275 -1.0206 0.000
C -3.9107 2.1640 -1.0910 0.006
C -5.2131 2.4040 -1.4863 -0.001
C -5.6192 3.6951 -1.7980 0.006
C -4.7232 4.7542 -1.7347 -0.001
C -3.4124 4.5206 -1.3562 0.005
H 0.4004 3.5506 -0.3689 0.001
H -0.7493 4.8986 -0.5222 0.001
H -0.3401 3.9492 -1.9395 0.001
H -3.5720 1.1604 -0.8720 0.000
H -5.9131 1.5835 -1.5605 0.000
H -6.6415 3.8762 -2.1027 0.000
H -5.0468 5.7545 -1.9864 0.000
H -2.7145 5.3461 -1.3203 0.000
```

Summary:
- Charge: +1
- Spin multiplicity: 4
- ⟨S²⟩: 3.7599
- ΔE to the lowest compared entry with this formula, charge and spin: 90.5 kcal/mol
- Lowest unoccupied orbital energy (alpha / beta): -2.70 / -2.75 eV
- DFT total energy: -103949.24980 eV
- Kohn-Sham gap (alpha / beta): 0.2290 / 0.2335 Ha